Here is the molecule C18H19N3O4S at a distorted geometry from the OMol25 dataset. Energies are from ωB97M-V/def2-TZVPD.

Each line ends with the Löwdin charge.
Positions of all 45 atoms, in Å:
H: 1.5695 -3.4386 -0.0675  0.13
C: 1.6310 -3.0775 -1.0965  -0.07
N: -0.5520 -1.9577 -0.9352  0.02
C: 0.1840 -2.9866 -1.6515  -0.27
H: 2.5794 3.0873 -0.7798  0.13
C: -2.1938 0.8701 2.1465  -0.18
H: 2.5516 -1.3870 -1.9761  0.14
C: -0.8704 -2.1712 0.3704  -0.50
C: -1.4317 3.2505 -1.3284  -0.09
H: -2.0014 4.5976 1.7148  0.11
H: -0.3260 0.0961 -1.3729  0.10
H: -0.7081 -1.0510 -3.9736  0.13
C: 2.3342 0.5495 -0.6018  -0.41
H: 0.4612 2.5150 -2.0101  0.11
O: 1.6915 -1.0918 1.0251  0.09
C: -0.0852 2.9635 -1.1927  -0.05
H: -1.9401 3.0205 -2.2536  0.11
H: 0.3863 4.0618 1.9656  0.11
O: 0.1215 -2.6251 -3.0006  -0.05
C: -1.9991 0.1007 3.2534  -0.40
H: -0.2956 -3.9671 -1.5285  0.17
C: -2.1244 3.8385 -0.2827  -0.09
C: -0.0857 -1.2280 -3.0945  -0.14
N: 2.1396 1.4452 0.3676  0.10
C: -0.7744 -0.8127 -1.7850  -0.10
H: 2.2116 -3.7662 -1.7104  0.13
O: -0.6872 -3.2687 0.8728  0.03
C: 2.0721 -0.8798 -0.1125  -0.40
C: 0.5798 3.2551 -0.0073  -0.21
H: 2.4938 3.4007 0.9775  0.13
O: 2.6076 0.7846 -1.7690  0.06
N: 2.2498 -1.7789 -1.0903  0.11
C: 2.0315 2.8714 0.1414  -0.11
C: -1.8444 0.2033 0.9582  -0.11
H: -2.5692 1.8775 2.1681  0.09
H: -3.1747 4.0661 -0.3899  0.10
H: 1.8372 1.0601 1.2562  0.15
C: -1.4666 4.1338 0.8988  -0.10
H: -1.9533 0.6660 -0.0040  0.08
H: 0.8652 -0.6952 -3.2224  0.11
H: -2.1826 0.3664 4.2758  0.06
C: -0.1218 3.8356 1.0392  -0.04
C: -1.3899 -1.0705 1.1825  -0.42
H: -1.8484 -0.6522 -1.9307  0.13
S: -1.3943 -1.4522 2.8715  1.11

Output
SMILES: O=C(NCc1ccccc1)C(=O)NC[C@@H]1OCCN1C(=O)c1cccs1
HOMO-LUMO gap in Eh: 0.3498
HOMO level in eV: -9.0
Energy above the lowest of the compared OMol25 structures with the same formula, charge and spin in kcal/mol: 27.3

Here is the ion C9H8NO3S with charge -1 at a distorted geometry from the OMol25 dataset. Energies are from ωB97M-V/def2-TZVPD.

Each line ends with the Löwdin charge.
Positions of all 22 atoms, in Å:
H: 2.9756 -3.1656 0.2318  0.09
H: -1.7503 2.6799 -0.4858  0.09
H: 0.7592 -3.8151 -0.2690  0.12
O: -4.2651 0.7477 0.1755  -0.05
C: 1.5248 -0.2009 0.6446  -0.02
H: -2.3293 -0.3117 -1.5736  0.03
C: 0.9903 -2.7055 -0.0810  -0.13
C: -2.3971 -0.7074 -0.6022  -0.37
C: 2.2646 -2.3864 0.2766  -0.14
C: -1.8826 2.3714 0.5783  -0.08
H: 3.4813 -0.8204 0.9317  0.05
S: -1.7249 -2.2599 -0.2873  0.97
O: -0.8650 1.3992 0.8758  -0.14
C: -0.0853 -1.8115 -0.1269  -0.51
N: -0.6731 0.4709 -0.1517  0.03
H: -1.6154 3.2373 1.1976  0.07
H: -2.9344 1.9499 0.6453  0.07
H: 1.7089 0.8722 0.9879  0.13
O: -4.4713 -1.4917 -0.1591  -0.02
C: 2.5509 -1.1473 0.7392  -0.11
C: -3.9777 -0.4115 -0.0763  -0.77
C: 0.2591 -0.4696 0.1125  -0.31

Output
2S+1: 3
HOMO-LUMO gap (spin up / spin down) in Eh: 0.1895 / 0.2174
HOMO level (spin up / spin down) in eV: -1.9 / -3.7
Total charge: -1
Energy above the lowest of the compared OMol25 structures with the same formula, charge and spin in kcal/mol: 17.7

Here is a structure of composition C41H62ClCoN2O3SSe at a distorted geometry from the OMol25 dataset. Energies are from ωB97M-V/def2-TZVPD.

Each line ends with the Löwdin charge.
Positions of all 112 atoms, in Å:
H: -2.0783 1.3146 -2.6319  0.06
C: -7.1274 -3.2755 -0.9909  -0.13
H: 1.2141 1.3557 -4.3714  0.09
C: 0.1843 -0.1599 -3.3176  -0.09
C: 0.3947 -1.5394 1.9513  -0.42
C: 5.2532 0.1716 2.7359  -0.07
H: -2.9955 -0.9134 4.0732  0.09
C: 1.3571 2.0893 0.1501  -0.08
S: -1.1936 0.7256 0.1907  0.89
C: -6.4294 -4.2120 -0.2449  -0.15
H: 5.0260 0.5428 5.3693  0.08
H: 1.5217 1.5066 1.0633  0.08
C: 0.4289 4.1912 0.9656  -0.06
C: 0.3471 -0.6785 3.0910  -0.10
C: 3.9601 0.9443 -5.0051  -0.05
C: -2.1573 -1.1130 3.4032  -0.07
C: -3.1955 -2.3943 0.4052  -0.18
H: 3.5655 -0.7794 -1.5244  0.09
O: -0.7326 -1.8985 -1.9657  -0.23
C: -5.1870 -1.8551 -0.9707  -0.05
C: 3.4418 2.7386 -3.3384  -0.05
C: 3.9594 0.5001 3.4813  -0.56
H: -0.4979 -2.0002 5.3470  0.09
H: 5.4646 -0.8941 2.7751  0.09
H: 4.8094 1.5156 -5.3815  0.08
H: 3.0873 1.2033 -5.5988  0.07
C: -5.1368 -3.9523 0.1447  -0.58
N: 0.2004 2.9503 0.2609  -0.21
H: -7.0065 -1.3612 -1.9451  0.09
H: 4.2963 3.3261 -3.6754  0.08
H: -2.1524 1.2580 4.4824  0.08
H: -1.1893 4.5341 -1.1042  0.08
H: 3.7038 -1.1114 1.1607  0.09
C: -1.2130 1.0865 3.9563  -0.05
C: 1.6480 -1.5969 1.2802  -0.39
C: -2.2644 0.3596 -3.1218  -0.06
H: 4.9364 1.1347 -1.7069  0.08
H: 5.1838 0.4798 1.6962  0.08
H: -2.0075 -2.1854 3.3405  0.08
C: 2.7920 -0.9717 1.7259  -0.09
H: -2.6617 5.1578 -0.3278  0.09
C: -4.4544 -2.7485 -0.1467  -0.32
H: -1.5483 -2.0976 -4.0811  0.08
H: -3.0005 -2.8701 1.3635  0.03
C: -0.6823 -0.9279 5.3609  -0.05
C: 4.1357 0.0764 4.9477  -0.05
H: -2.3480 -0.4118 -2.3614  0.05
H: -3.0427 -1.3170 0.4371  0.01
C: 1.5366 -1.3127 -1.6905  -0.40
H: -2.3974 -0.7405 2.4147  0.04
C: -2.1863 4.2747 -0.7635  -0.07
H: -0.8461 2.0934 -4.7291  0.08
H: -1.3145 1.4575 2.9392  0.05
O: -0.5787 -2.2735 1.5625  -0.22
C: -0.9047 -0.4203 3.9285  -0.53
C: 5.0285 0.9164 -2.7690  -0.07
H: -4.7004 -0.9333 -1.2547  0.10
C: -1.0546 1.1129 -5.1552  -0.07
H: -0.4339 1.6578 4.4552  0.07
C: 2.6424 -0.5649 -2.0416  -0.09
Se: 1.7135 -2.6883 -0.3298  1.14
Cl: -4.3611 -5.1692 1.1345  0.72
H: 3.2526 2.9712 -2.2932  0.07
H: 0.1614 -0.4407 5.8433  0.07
H: -2.7730 3.9572 -1.6350  0.09
H: 6.0843 0.7052 3.1959  0.08
H: 4.5575 2.5325 3.9479  0.08
C: -1.4238 -1.2969 -4.8036  -0.04
H: -3.2084 0.4211 -3.6648  0.08
H: 2.5730 3.0429 -3.9170  0.07
H: 0.4868 -5.2302 0.6626  0.05
C: -0.5197 -5.4615 1.0081  -0.15
H: 4.2429 -1.0035 5.0225  0.09
H: -0.5147 4.6157 1.3014  0.08
H: 1.0585 4.0097 1.8442  0.09
H: -3.7621 2.0244 -0.4243  0.08
H: -2.3408 -1.1984 -5.3836  0.08
H: -1.5753 -0.7404 5.9571  0.08
H: 0.9397 4.9113 0.3173  0.09
C: 3.7527 2.0198 3.4220  -0.05
C: -1.1190 0.0209 -4.0815  -0.53
H: -0.6615 -5.0130 1.9951  0.09
H: -2.3216 -5.0217 0.4187  -0.03
N: -2.1239 3.2138 0.2216  -0.23
H: -0.6429 -6.5496 1.0741  0.08
C: 0.2710 -1.1590 -2.3003  -0.41
H: -3.3423 1.9088 1.2856  0.06
H: 2.8092 2.3046 3.8808  0.07
H: 2.2249 2.7143 -0.0611  0.08
C: -1.0286 2.3647 0.2181  -0.74
Co: -1.2126 -2.7068 -0.3163  0.69
C: -3.4117 2.5937 0.4445  -0.12
H: -0.6074 -1.5509 -5.4795  0.09
H: -4.1330 3.3772 0.6763  0.08
H: 1.4604 0.5746 4.3782  0.10
H: -2.0218 1.1605 -5.6559  0.08
C: 2.7493 -0.1963 2.8761  -0.21
H: -0.3021 0.8763 -5.9038  0.08
H: 5.8392 1.5221 -3.1757  0.08
C: -6.4785 -2.1008 -1.3595  -0.12
H: 4.1603 -0.1158 -5.1467  0.09
C: 1.5102 -0.0556 3.4988  -0.02
C: 2.5499 0.4111 -3.0210  -0.20
H: 5.2870 -0.1331 -2.8912  0.08
C: 1.3017 0.5873 -3.6196  0.00
H: -6.8982 -5.1385 0.0568  0.09
H: 3.2838 0.3767 5.5515  0.07
O: -1.4202 -4.9303 0.0571  -0.19
H: 3.7441 2.3507 2.3859  0.08
H: -8.1541 -3.4575 -1.2655  0.08
C: 3.7298 1.2399 -3.5135  -0.56
H: 1.2156 1.3876 -0.6725  0.06

Output
2S+1: 4
HOMO-LUMO gap (spin up / spin down) in Eh: 0.2291 / 0.2468
HOMO level (spin up / spin down) in eV: -3.9 / -4.4
Total charge: -1
Energy above the lowest of the compared OMol25 structures with the same formula, charge and spin in kcal/mol: 3.7

Here is a cluster of 2 separate species, C3H4BrF in total at a distorted geometry from the OMol25 dataset. Energies are from ωB97M-V/def2-TZVPD.

Each line ends with the Löwdin charge.
Positions of all 9 atoms, in Å:
H: -1.9124 -1.4775 0.6312  0.12
H: -1.0878 0.1447 0.8812  0.06
F: 0.1184 -0.9807 0.0153  -0.09
H: 2.2128 0.8925 1.2271  0.06
C: 1.5111 1.2053 2.0531  -0.04
C: -1.1556 -0.6845 0.1101  -0.71
C: 0.8328 1.4593 3.0030  -0.03
H: 0.0825 1.7051 3.7808  0.04
Br: -1.8874 -0.0718 -1.6011  0.59

Output
SMILES: FCBr.C#C
HOMO-LUMO gap in Eh: 0.4123
HOMO level in eV: -10.4
Energy above the lowest of the compared OMol25 structures with the same formula, charge and spin in kcal/mol: 58.8

Here is a cluster of 2 separate species, C4H8NO3 in total at a distorted geometry from the OMol25 dataset. Energies are from ωB97M-V/def2-TZVPD.

Each line ends with the Löwdin charge.
Positions of all 16 atoms, in Å:
C: -1.8817 -0.6059 -1.2453  -0.10
C: 2.4231 -0.6389 1.9468  -0.05
H: -0.6173 2.5316 -0.9930  0.11
N: -0.8725 0.4628 -1.2129  -0.04
H: -1.8826 -1.0021 -0.2226  0.07
C: -1.3527 1.7635 -1.1895  -0.37
O: 0.0952 -0.9008 1.3165  -0.12
O: -2.4949 2.0672 -1.5381  -0.08
H: 3.4013 -0.6891 1.4384  0.07
H: -2.7895 -0.0742 -1.5839  0.06
H: 2.4947 0.0758 2.7405  0.05
O: 1.5218 0.0908 -0.1585  -0.10
H: 2.2170 -1.5875 2.4718  0.07
H: -1.6219 -1.3545 -2.0064  0.07
C: 1.2620 -0.4094 0.9873  -0.67
H: 0.0981 0.2707 -0.7511  0.06

Output
HOMO-LUMO gap in Eh: 0.3287
HOMO level in eV: -4.9
Total charge: -1
Energy above the lowest of the compared OMol25 structures with the same formula, charge and spin in kcal/mol: 22.5

> The highest energy above the lowest of the compared OMol25 structures with the same formula, charge and spin belongs to which entry?

C3H4BrF